--- 1 ---
DFT (ωB97M-V/def2-TZVPD) results for a cluster of 16 separate species, C48H128O48S16 in total.

ORCA input file:
```
! wB97M-V def2-TZVPD RIJCOSX def2/J DEFGRID3
* xyz 0 1
S 16.0962 14.0460 14.3995
S 21.2138 19.4863 8.5092
S 14.7333 19.6231 14.2862
S 20.9795 15.8493 17.6980
S 20.1047 18.0007 13.4357
S 27.5778 15.2506 13.5328
S 26.3670 21.3226 16.2465
S 15.9622 17.3399 9.9257
S 21.2682 12.9762 13.2163
S 18.6820 20.4801 21.9342
S 18.1408 21.6822 16.8066
S 17.0352 22.1477 11.2869
S 14.1087 17.0874 19.6855
S 25.8964 16.5570 19.1639
S 21.3228 24.2588 12.7002
S 25.2415 20.7959 11.7887
O 17.7152 20.8735 17.8856
O 27.3845 16.8974 18.6780
O 17.0463 16.5434 10.7912
O 26.4305 21.4278 11.3501
O 22.1397 14.7615 17.8236
O 21.9729 20.0235 7.3874
O 19.8681 18.9068 8.3126
O 21.2774 12.9283 14.6536
O 18.9977 22.9619 17.2435
O 20.4526 25.3693 12.8103
O 16.4465 15.1929 15.1683
O 17.1267 13.0693 14.1336
O 26.3301 14.6074 14.2051
O 14.7711 17.1790 10.7001
O 19.6223 20.3373 20.6508
O 25.4592 15.3437 18.5631
O 22.8479 24.6366 12.3761
O 15.9658 16.9811 8.5450
O 19.2600 19.6606 22.9588
O 12.7153 16.7102 19.5413
O 14.4466 18.2623 20.3992
O 16.1143 19.3250 14.1473
O 24.1174 20.7411 10.5846
O 14.0513 18.3018 14.7834
O 27.9144 21.2415 16.6625
O 14.6576 17.1784 18.2471
O 18.4756 21.8344 22.1853
O 18.8298 21.0412 15.7528
O 19.7970 18.8939 12.3524
O 26.1220 20.0339 15.5990
O 20.2444 16.6602 13.1373
O 25.6286 21.7205 17.3658
O 28.4056 15.6782 14.5864
O 22.3663 13.6343 12.5358
O 17.6212 21.6223 10.0793
O 14.9880 13.2557 15.2189
O 21.5702 16.9668 17.0266
O 21.4077 18.4513 14.1001
O 24.5520 21.3730 12.9431
O 20.9324 23.2010 11.8225
O 21.1679 11.4890 12.6938
O 20.3464 16.0997 18.9542
O 15.6517 21.8468 11.6188
O 14.4028 20.6969 15.1949
O 25.9508 16.7229 20.6218
O 17.0773 23.7326 11.2567
O 22.1699 18.3332 9.0868
O 27.1571 16.2389 12.5784
C 28.4588 21.8915 17.7696
C 28.6772 17.6565 16.8171
C 19.6676 13.7646 12.7077
C 22.7094 16.2172 10.3138
C 24.2731 21.5897 8.1594
C 17.1291 19.8255 21.3427
C 16.5250 19.0250 10.0885
C 22.4458 20.0201 15.6410
C 18.3487 15.1717 9.2896
C 18.0375 21.7577 12.6910
C 24.7898 17.8403 18.5517
C 21.5165 19.9049 14.4934
C 21.6481 17.2460 10.0152
C 21.6939 19.7436 19.6349
C 29.8720 21.3775 17.9518
C 15.3143 14.4242 12.8923
C 12.6319 18.3983 15.1272
C 19.7614 15.0405 16.6331
C 12.2909 17.0155 15.7064
C 23.3507 24.1495 11.1351
C 27.5891 16.7098 17.2533
C 15.2959 12.8806 16.5979
C 21.3672 12.9191 19.1385
C 15.8064 18.0647 17.8388
C 24.6251 20.5006 9.2758
C 25.5362 19.1499 12.1917
C 14.1675 13.4027 17.4603
C 25.0303 14.8501 13.6557
C 22.3095 14.0911 19.1332
C 13.8337 19.8003 12.7037
C 21.1129 20.6073 9.7720
C 21.4345 23.5007 14.2451
C 18.8355 18.1537 14.6975
C 20.7489 10.3521 13.5328
C 18.2694 25.8200 10.8529
C 20.0461 23.0651 18.3130
C 23.2634 25.1601 9.9879
C 20.2919 24.5372 18.2935
C 14.8864 15.6271 20.3103
C 28.1211 13.8295 12.6185
C 18.2798 24.3259 10.4981
C 18.3841 16.4186 10.2162
C 26.3571 22.5038 14.9510
C 16.7377 22.5705 16.2503
C 20.5218 9.1975 12.7016
C 24.2831 15.9913 14.2980
C 17.1098 17.5777 18.5366
C 20.5778 19.3284 20.5756
H 24.5413 13.8985 13.8188
H 29.9249 20.3260 17.7676
H 21.0309 24.7698 19.0834
H 26.6607 16.8340 16.6842
H 12.6969 19.2332 15.7954
H 26.9928 21.9922 14.2234
H 14.3216 15.2757 21.1570
H 30.1225 21.6285 18.9716
H 14.7913 14.8810 19.5225
H 27.8146 15.6034 17.2556
H 20.3339 13.2488 19.0805
H 26.3955 18.7145 11.6841
H 22.4137 18.9026 19.5523
H 23.4032 19.5991 15.3416
H 19.7130 13.7771 11.6034
H 27.8776 21.6394 18.6687
H 17.4534 15.3160 8.7931
H 25.7221 19.0776 13.2896
H 17.9889 17.5259 14.3900
H 18.0380 20.6856 12.8149
H 24.9754 18.7198 19.1482
H 15.3277 13.4414 12.4837
H 21.5791 10.2754 14.2186
H 20.9627 19.0934 21.5357
H 20.1776 14.5243 15.7548
H 20.2060 21.2116 9.6707
H 22.3587 20.5588 19.9401
H 12.0513 18.6376 14.2508
H 19.2155 23.8084 10.7212
H 22.2393 22.6806 14.2215
H 20.5564 20.4063 14.5395
H 23.2231 16.0156 13.9695
H 20.1196 18.4294 20.1830
H 24.0346 24.8647 9.2591
H 19.2614 26.3160 10.5670
H 15.7057 19.6720 9.7128
H 22.2188 14.8815 19.8843
H 18.5826 17.3718 9.7589
H 24.4276 24.0359 11.3324
H 15.7854 15.6843 20.8008
H 14.3085 14.7862 12.9403
H 23.3646 13.7245 19.1179
H 21.5401 12.3517 18.2219
H 16.3483 13.1798 16.7565
H 19.0663 22.1628 12.5960
H 23.4877 26.2379 10.2684
H 19.8679 10.6713 14.0363
H 20.5553 22.9881 14.4537
H 20.9629 22.4692 18.0777
H 19.3183 25.1019 18.5120
H 29.5013 17.5581 17.5013
H 21.2861 17.7855 10.8503
H 23.0817 23.1306 10.9459
H 12.4939 16.1950 14.9444
H 21.4043 12.2723 19.9838
H 15.9784 15.1030 12.4100
H 23.8435 17.3952 18.7766
H 15.8767 17.8902 16.7880
H 15.9510 21.8094 16.0529
H 21.5125 8.9614 12.2063
H 19.2893 15.1239 8.7230
H 17.6332 22.2287 13.6043
H 24.9323 17.9892 17.4987
H 17.0285 23.3134 15.5205
H 22.2831 25.1995 9.5521
H 22.0613 21.1586 9.8690
H 23.6291 16.8498 10.3158
H 21.5417 24.1141 15.1009
H 27.2733 13.3389 12.1790
H 20.9349 20.0408 10.7105
H 19.2734 17.6837 15.6160
H 20.4229 8.3330 13.3511
H 25.3100 22.5724 14.7165
H 18.9624 16.2418 11.0720
H 17.2994 18.8759 20.9023
H 13.3306 12.9528 16.9675
H 12.8820 20.2115 13.0199
H 14.3339 20.4416 12.0176
H 22.5708 21.0382 16.0248
H 15.4944 19.0852 18.0819
H 14.1637 13.1113 18.5646
H 20.6958 16.8750 9.6347
H 18.7166 19.2469 14.7060
H 28.4911 22.9710 17.6863
H 23.2361 21.9800 8.3060
H 16.6863 20.6288 20.7605
H 22.8445 15.4839 9.5003
H 13.7323 18.7337 12.3557
H 22.4596 15.8116 11.3015
H 24.6863 18.6051 11.8637
H 30.6690 21.9104 17.2987
H 18.2298 14.2530 9.8901
H 25.1648 14.9024 12.5842
H 28.8077 14.1516 11.8056
H 26.7461 23.3856 15.3463
H 25.0051 22.4149 8.1986
H 17.2987 16.5042 18.2486
H 28.6603 13.0886 13.2112
H 21.9927 20.3660 13.5688
H 16.4706 22.9767 17.2444
H 24.2084 15.8239 15.3829
H 16.6637 19.1360 11.1545
H 28.2221 18.6427 16.7535
H 19.5765 14.7197 13.1036
H 19.2255 15.9475 16.3861
H 11.2654 16.9457 16.0308
H 19.6726 9.2494 12.0133
H 15.4050 11.7757 16.5391
H 17.9856 24.1549 9.3909
H 21.3370 19.8218 18.5743
H 25.7258 20.4130 9.3065
H 16.4637 19.7328 22.1796
H 21.9472 19.4683 16.4000
H 17.1570 17.6517 19.6050
H 19.1882 14.2699 17.1240
H 18.7925 13.1261 12.9515
H 12.8170 16.6372 16.5869
H 19.6523 22.7925 19.2720
H 20.5898 24.9260 17.2745
H 17.4392 26.2975 10.3618
H 24.3913 21.1423 7.1434
H 24.2688 19.5901 9.0195
H 29.1026 17.3358 15.8548
H 24.7708 16.9386 14.1697
H 17.8881 18.1692 18.0228
H 17.4898 19.1878 9.5693
H 18.1685 25.9672 11.9372
H 14.1664 14.5082 17.4844
*
```

Properties
Highest occupied orbital energy (eV): -10.69
LUMO (eV): 0.123
Gap between HOMO and LUMO (eV): 10.81

--- 2 ---
DFT (ωB97M-V/def2-TZVPD) results for a cluster of 16 separate species, C48H128O48S16 in total.

ORCA input file:
```
! wB97M-V def2-TZVPD RIJCOSX def2/J DEFGRID3
* xyz 0 1
S -1.0015 -3.9301 -5.2625
S 1.6212 -3.7679 6.0295
S -0.0692 1.9115 -6.6722
S -5.3480 4.8904 1.3224
S -3.9872 2.1403 -4.5121
S 4.3203 3.0507 -3.5419
S -1.9620 2.3995 4.5155
S 2.3208 0.6288 7.6078
S -7.4482 -2.1700 -2.8602
S 1.0455 -5.7614 0.3358
S -0.9832 -0.2342 -0.0897
S 5.0699 -6.2113 3.1087
S -1.1695 7.0611 -0.5397
S -7.1091 0.5196 2.0328
S 2.7366 -1.8994 -3.1142
S 5.6917 -0.3593 3.5704
O -0.5049 7.0617 0.7851
O 2.7110 -3.0222 5.4308
O 4.6625 4.4027 -3.1148
O 1.2641 2.3980 -7.5779
O 4.2277 -1.5275 -3.7837
O 3.7616 0.5550 7.5515
O -6.6550 0.5988 0.6448
O 5.9152 -7.3655 2.8875
O 1.9787 -4.8958 -0.2797
O -7.1889 -3.0120 -1.7003
O 3.6750 2.1711 -2.2206
O 1.9519 2.0981 8.2082
O -4.9428 5.1864 2.7139
O -1.0910 -3.5214 -3.8609
O 1.6333 -1.6853 -4.0688
O -6.0697 -2.1546 -3.8072
O -2.4909 -4.5970 -5.7852
O -2.6087 1.5973 -4.2600
O 1.4345 -7.1427 0.6382
O -5.1492 1.4456 -3.9556
O -2.3059 -0.7513 0.1241
O 5.5666 -5.0553 2.0862
O -1.0336 3.5462 5.2358
O 6.4628 -0.7526 2.3549
O -6.5182 4.0166 1.0042
O 0.1299 -1.4070 0.4671
O -8.4606 0.1833 2.4051
O -1.2312 1.1411 4.5491
O 6.0732 1.2411 4.0524
O -3.3564 2.4970 4.9774
O 1.5581 -0.4497 8.2959
O 0.0622 -4.8880 -5.6244
O 4.2448 -0.5546 3.6019
O -0.5850 1.0406 0.5723
O 0.3129 -3.5323 4.9828
O -0.3462 -5.6915 -0.5735
O 3.5928 -6.2365 3.2155
O -6.1308 -0.6719 2.6603
O -4.0429 3.7647 -3.9245
O -3.9760 4.3224 0.5711
O -0.6927 5.7895 -1.4959
O -8.5909 -2.4129 -3.7277
O -0.6407 0.6561 -7.1846
O 1.1840 -3.4577 7.4184
O 2.6373 -1.2740 -1.7882
O 3.4964 2.8124 -4.7067
O -2.6044 7.2016 -0.6671
O -0.8993 3.0625 -6.3807
C 0.2624 4.8856 -0.9227
C -3.1370 5.9921 -3.5914
C -2.9093 4.5735 -4.2517
C 2.9224 -3.7243 -2.9792
C -1.9565 -4.0802 4.3656
C 7.4183 1.5552 4.4282
C -4.7668 -0.6601 2.3885
C -3.9155 2.2785 -0.6663
C 4.4564 -1.7491 -5.1901
C 3.0663 2.0374 -8.9771
C 0.6272 2.3698 8.4739
C -3.9149 -1.7538 -4.2998
C 5.5232 -2.8229 -5.4837
C 7.4730 1.8239 5.9468
C 0.5500 3.7116 9.3035
C 1.7416 1.5258 -8.5315
C -4.0026 -1.1237 3.6377
C -0.8448 -2.4029 -6.3580
C 5.6496 -5.3417 4.5907
C -0.9908 -4.0357 5.4513
C -4.0891 3.7617 -0.7182
C -7.5762 -0.3836 -2.3166
C 1.7983 -5.6580 5.8766
C -0.3068 -6.0546 -1.9231
C -5.5706 6.5656 0.4468
C 0.5987 3.8196 -1.9565
C 4.9150 1.1173 -0.4172
C 0.0040 -7.5175 -1.9334
C 4.6305 -3.9942 1.7807
C -1.4122 4.8994 5.2572
C 1.2164 -1.0346 1.2026
C -4.8317 -2.0777 -3.1485
C 1.5996 0.7409 5.9717
C 5.9582 2.1277 -3.7414
C -0.6273 -0.2925 -1.9352
C -6.5045 1.9195 3.0944
C 4.9613 -3.2406 0.5248
C 0.3618 -5.0042 1.8444
C -0.3252 8.2279 -1.5535
C 4.2175 2.3649 -0.9201
C -0.9910 5.5064 6.5951
C -4.5186 -5.8724 -5.5689
C -3.0749 -5.6701 -5.1082
C -1.7139 3.0410 2.8029
C 0.8242 -0.8445 2.6268
C 0.9052 1.4375 -5.1703
C -4.2520 2.3712 -6.3117
C 6.3725 -1.3177 4.9858
H 0.7330 7.9990 -1.6797
H 4.4536 -2.2817 0.6284
H -5.5157 2.2401 2.7663
H 5.9599 -2.7146 -6.4765
H 4.8440 3.2529 -0.8370
H 5.4802 0.6830 -1.2419
H -6.6523 -0.2653 -1.7504
H -1.2335 -3.3274 6.2435
H -6.5742 6.8076 0.7964
H 5.2061 -3.8116 -5.1521
H 0.9822 -7.8329 -1.5705
H 2.9366 2.8595 -9.6810
H 3.6310 -3.9829 -2.1924
H 6.5954 2.4041 -4.5815
H 7.5133 2.4399 3.7987
H -0.7438 -7.9781 -1.2878
H -5.4416 6.5278 -0.6349
H 3.4845 2.5378 -0.1320
H 1.1825 -4.8294 2.5402
H -0.4046 3.9649 9.7646
H -3.2511 2.4961 -6.7247
H 1.0555 2.9203 -1.5434
H 5.5796 -5.9714 5.4776
H 1.2879 4.2445 -2.6863
H -1.5885 0.0316 -2.3342
H -0.1387 -7.8229 -2.9700
H 3.4584 -1.8541 -5.6158
H -5.1825 -5.0315 -5.3687
H 0.2779 0.8460 -4.5035
H -0.0287 -4.0365 1.5295
H 1.7725 0.5609 -8.0254
H -0.4930 9.2100 -1.1114
H 0.5296 0.7168 6.1781
H 1.0480 -6.0682 6.5526
H -2.8753 -4.1696 4.9453
H -3.1013 5.9396 -2.5033
H 5.7617 -1.0413 5.8452
H 7.4112 2.8689 6.2506
H -0.8215 8.3280 -2.5188
H 5.6910 1.0922 -3.9525
H 1.3280 3.6210 10.0616
H 0.1915 -1.6827 2.9188
H -1.9140 -3.2421 3.6700
H 1.5085 -5.9013 4.8544
H 0.1214 0.4950 -2.0207
H 5.0292 -4.4506 4.6872
H -1.9184 4.1919 -4.0055
H 0.2459 0.0760 2.7066
H -5.0343 4.0599 -1.1718
H -3.1202 -5.3544 -4.0659
H -0.5964 -2.7879 -7.3470
H 7.3984 -1.0646 5.2530
H 8.2451 0.8954 4.1652
H -3.0417 1.9088 -0.1297
H 1.9083 -3.9182 -2.6299
H -4.5205 1.3548 -6.5996
H -2.2794 3.9544 2.6188
H 0.1467 2.5264 7.5082
H 6.0079 -3.1493 0.2340
H 3.5782 -4.2636 1.6901
H -5.0417 3.0957 -6.5104
H 2.0411 1.6963 5.6883
H -4.5027 -2.0328 3.9718
H -2.1011 2.2175 2.2028
H -0.8423 -5.0313 5.8694
H -0.2243 4.3298 -0.1213
H 1.1166 2.3884 -4.6812
H 4.4099 -3.6982 -0.2966
H -0.3940 -1.2967 -2.2890
H 1.6708 -0.7141 3.3008
H -0.4119 -5.6523 2.2561
H -4.7961 7.1665 0.9236
H -0.1681 -1.7721 -5.7815
H -1.7656 -1.8267 -6.2679
H -2.4772 5.0016 5.0490
H 4.2239 0.3002 -0.2103
H 6.5617 2.2339 -2.8400
H -5.0671 -6.6430 -5.0272
H -4.7193 -1.2429 -2.4567
H -2.8879 4.7892 -5.3200
H -0.3764 3.5824 -2.3821
H -7.2131 2.7474 3.0683
H -1.2031 -5.7857 -2.4820
H -8.4825 -0.3514 -1.7119
H 0.0731 5.2899 6.6901
H -2.2803 6.5957 -3.8910
H -3.8619 1.7775 -1.6329
H 8.3060 1.2913 6.4056
H 3.6221 1.2411 -9.4723
H -3.3262 4.2532 -1.3220
H -4.0111 6.5274 -3.9622
H 0.1537 1.5701 9.0435
H -7.5645 0.2293 -3.2180
H -4.7507 1.8005 -0.1543
H 2.7924 -6.0237 6.1338
H 1.7173 -0.1781 0.7513
H 4.6802 -3.3536 2.6612
H -1.2887 6.5536 6.6486
H -4.2629 -0.8530 -4.8053
H -4.6580 -1.2525 1.4800
H -3.7165 -2.6166 -4.9356
H -0.9546 5.3311 4.3670
H -1.5920 5.1446 7.4293
H 1.0944 1.1772 -9.3363
H -2.5239 -6.5969 -5.2674
H -4.4812 -6.2073 -6.6055
H 1.1741 5.3531 -0.5507
H -2.0046 -5.0016 3.7852
H -6.2952 1.5641 4.1033
H 6.4267 -2.6757 -4.8920
H 6.2454 -2.3897 4.8351
H -2.9574 -1.3277 3.4055
H 6.6543 1.2529 6.3847
H 3.7671 2.2816 -8.1788
H 3.1596 -4.2429 -3.9082
H -2.9181 -1.6532 -3.8705
H 5.4972 1.3202 0.4817
H 6.7003 -5.1571 4.3672
H 0.4181 -5.4768 -2.4966
H -4.3640 0.2460 1.9359
H 1.8878 -0.0944 5.3334
H -4.0133 -0.3124 4.3655
H 1.9078 -1.8772 1.2136
H 1.7500 0.8241 -5.4835
H 0.7539 4.5984 8.7034
H -0.6395 3.1630 2.6659
H -4.5263 -3.0303 -2.7157
H 4.7760 -0.7838 -5.5828
*
```

Properties
Highest occupied orbital energy (eV): -10.11
LUMO (eV): -0.101
Gap between HOMO and LUMO (eV): 10.01

Energies in kJ/mol, measured from the most stable structure: 1 0.0; 2 430.9.